# C28H55Cl18NO4

A cluster of 10 separate species, C28H55Cl18NO4 in total at a distorted geometry (ωB97M-V/def2-TZVPD, OMol25).

Summary:
- E_HOMO (eV) = -8.78
- frontier orbital gap (Ha) = 0.335
- net charge = 0
- F_max (eV/Å) = 4.90
- structure (SMILES) = CCOC[C@H]1OC(=O)O[C@@H]1CCCCN.ClCCCl.ClCCCl.ClCCCl.ClCCCl.ClCCCl.ClCCCl.ClCCCl.ClCCCl.ClCCCl

Last column: Löwdin charge in e.
Positions of all 106 atoms, in Å:
1 C 2.315 -3.957 -1.298  -0.125
2 C 0.891 -3.712 -2.039  -0.226
3 O -0.153 -3.916 -1.020  -0.175
4 C -0.476 -2.572 -0.573  -0.155
5 C -1.386 -2.529 0.754  -0.200
6 O -1.987 -3.779 1.213  0.026
7 C -1.673 -3.890 2.618  -0.383
8 O -1.676 -4.965 3.226  0.132
9 O -1.332 -2.567 3.073  0.013
10 C -0.451 -2.118 2.013  -0.233
11 C -0.043 -0.548 1.969  -0.121
12 C 1.282 -0.411 2.854  -0.184
13 C 1.978 1.033 2.825  -0.193
14 C 2.187 1.663 1.366  -0.279
15 N 3.597 1.576 0.848  -0.055
16 H 2.162 -3.729 -0.175  0.082
17 H 2.647 -5.062 -1.380  -0.021
18 H 3.120 -3.246 -1.679  0.042
19 H 0.874 -2.627 -2.399  0.108
20 H 0.739 -4.389 -2.947  0.123
21 H -1.033 -1.981 -1.394  0.140
22 H 0.532 -2.077 -0.305  0.123
23 H -2.090 -1.642 0.578  0.108
24 H 0.423 -2.857 1.930  0.168
25 H 0.085 -0.305 0.864  0.098
26 H -0.935 0.037 2.381  0.030
27 H 0.957 -0.597 3.949  0.117
28 H 2.068 -1.212 2.626  0.117
29 H 3.039 0.888 3.265  0.105
30 H 1.480 1.811 3.503  0.050
31 H 1.477 1.273 0.563  0.067
32 H 1.960 2.792 1.465  0.093
33 H 3.660 0.766 0.196  0.058
34 H 3.690 2.390 0.208  -0.010
35 Cl -3.561 0.834 -0.194  0.551
36 C -4.777 -0.370 -0.690  -0.670
37 C -5.700 -0.750 0.450  -0.694
38 Cl -4.855 -1.678 1.716  0.595
39 H -4.251 -1.240 -1.088  0.073
40 H -5.354 0.078 -1.500  0.035
41 H -6.508 -1.384 0.079  0.002
42 H -6.146 0.130 0.916  0.039
43 Cl -2.049 1.886 3.194  0.595
44 C -2.342 2.613 4.795  -0.636
45 C -1.102 3.267 5.369  -0.644
46 Cl 0.142 2.073 5.813  0.578
47 H -2.725 1.833 5.455  0.069
48 H -3.127 3.361 4.661  0.072
49 H -1.358 3.810 6.280  0.072
50 H -0.658 3.974 4.665  0.068
51 Cl -7.858 -0.972 -1.894  0.621
52 C -9.152 0.168 -1.442  -0.623
53 C -9.909 -0.286 -0.210  -0.665
54 Cl -10.888 -1.741 -0.521  0.549
55 H -9.814 0.285 -2.301  0.070
56 H -8.672 1.130 -1.248  0.077
57 H -10.599 0.498 0.110  0.076
58 H -9.234 -0.503 0.620  0.048
59 Cl 4.560 -6.031 -1.783  0.617
60 C 4.937 -6.085 -3.524  -0.627
61 C 5.857 -4.958 -3.948  -0.656
62 Cl 5.058 -3.368 -3.869  0.552
63 H 3.995 -6.063 -4.075  0.073
64 H 5.419 -7.046 -3.712  0.072
65 H 6.168 -5.104 -4.985  0.071
66 H 6.754 -4.917 -3.327  0.070
67 Cl -0.224 2.150 -1.655  0.533
68 C -1.078 3.713 -1.701  -0.644
69 C -0.449 4.738 -0.778  -0.674
70 Cl -0.676 4.326 0.940  0.540
71 H -2.125 3.534 -1.449  0.054
72 H -1.032 4.066 -2.733  0.073
73 H -0.916 5.712 -0.935  0.075
74 H 0.623 4.840 -0.961  -0.051
75 Cl -8.460 0.997 6.535  0.534
76 C -7.360 -0.059 5.613  -0.661
77 C -6.711 0.667 4.451  -0.656
78 Cl -7.883 1.068 3.170  0.545
79 H -7.927 -0.928 5.277  0.071
80 H -6.592 -0.401 6.310  0.074
81 H -5.950 0.030 3.996  0.045
82 H -6.232 1.593 4.773  0.067
83 Cl 2.716 4.208 -1.470  0.639
84 C 3.917 3.847 -2.737  -0.611
85 C 3.415 2.809 -3.719  -0.659
86 Cl 3.270 1.197 -2.974  0.505
87 H 4.839 3.526 -2.249  0.073
88 H 4.118 4.785 -3.258  0.077
89 H 4.118 2.712 -4.548  0.039
90 H 2.441 3.081 -4.129  0.075
91 Cl 6.582 2.388 1.180  0.540
92 C 6.683 1.656 2.798  -0.663
93 C 7.961 0.865 2.990  -0.670
94 Cl 7.995 -0.611 1.993  0.530
95 H 5.798 1.033 2.942  0.055
96 H 6.642 2.476 3.518  0.072
97 H 8.045 0.546 4.031  0.070
98 H 8.842 1.460 2.744  0.066
99 Cl 3.608 0.236 -5.705  0.551
100 C 3.994 0.016 -7.430  -0.643
101 C 4.965 1.063 -7.935  -0.661
102 Cl 4.232 2.686 -7.996  0.534
103 H 3.058 0.032 -7.991  0.070
104 H 4.435 -0.978 -7.531  0.072
105 H 5.278 0.819 -8.952  0.071
106 H 5.857 1.118 -7.309  0.070


# C28H56AlF4NO14PS6

A structure of composition C28H56AlF4NO14PS6 (ωB97M-V/def2-TZVPD, OMol25).

Summary:
- E_HOMO (eV) = -5.42
- frontier orbital gap (Ha) = 0.272
- net charge = -1
- F_max (eV/Å) = 0.45

Last column: Löwdin charge in e.
Positions of all 111 atoms, in Å:
1 C 1.965 2.094 4.602  -0.093
2 C 0.896 1.943 5.678  -0.368
3 O 0.398 0.636 5.753  -0.203
4 Al -0.898 -0.037 4.796  0.297
5 C -2.478 -0.334 6.030  -0.104
6 C -3.489 -1.225 5.438  -0.556
7 O -3.532 -2.428 5.578  0.067
8 N -4.426 -0.556 4.573  -0.200
9 C -5.518 0.067 5.304  -0.094
10 C -4.903 -1.401 3.490  -0.085
11 C -0.358 -1.863 4.056  -0.400
12 F -1.347 -2.406 3.227  -0.023
13 F -0.264 -2.751 5.117  0.019
14 C 0.915 -2.008 3.222  -0.351
15 F 1.396 -3.290 3.310  0.037
16 F 1.901 -1.181 3.657  0.057
17 P -1.454 1.326 2.855  0.190
18 O -0.859 2.870 2.923  -0.310
19 O -3.061 1.601 2.676  -0.297
20 S -0.775 0.462 1.260  0.312
21 H 2.257 3.146 4.495  0.066
22 H 1.591 1.759 3.631  0.055
23 H 2.845 1.499 4.861  0.074
24 H 0.095 2.681 5.496  0.086
25 H 1.329 2.205 6.655  0.105
26 H -2.901 0.648 6.269  0.061
27 H -2.037 -0.797 6.918  0.081
28 H -5.990 0.845 4.692  0.079
29 H -6.293 -0.665 5.588  0.087
30 H -5.142 0.537 6.215  0.078
31 H -5.529 -2.232 3.847  0.082
32 H -5.478 -0.781 2.796  0.084
33 H -4.050 -1.814 2.951  0.085
34 H 0.693 -1.795 2.175  0.107
35 H -1.364 3.423 3.531  0.044
36 H -3.458 2.039 3.437  0.044
37 C -0.728 -6.243 3.324  -0.207
38 C 0.534 -6.034 2.481  -0.222
39 C 0.587 -7.157 1.440  -0.219
40 S -1.127 -7.621 1.134  0.660
41 O -1.329 -8.981 1.580  -0.339
42 O -1.512 -7.258 -0.209  -0.338
43 C -1.852 -6.501 2.328  -0.224
44 H -0.939 -5.372 3.944  0.114
45 H -0.610 -7.109 3.980  0.119
46 H 0.474 -5.064 1.990  0.104
47 H 1.432 -6.025 3.096  0.114
48 H 1.022 -6.856 0.490  0.098
49 H 1.089 -8.049 1.812  0.099
50 H -2.734 -6.980 2.747  0.106
51 H -2.132 -5.594 1.792  0.110
52 C 2.632 -1.788 -3.726  -0.207
53 C 2.841 -2.576 -2.423  -0.208
54 C 2.331 -1.700 -1.272  -0.206
55 S 1.049 -0.653 -1.988  0.650
56 O 1.493 0.722 -1.927  -0.329
57 O -0.246 -1.027 -1.477  -0.378
58 C 1.214 -1.244 -3.656  -0.252
59 H 2.773 -2.409 -4.609  0.121
60 H 3.343 -0.960 -3.782  0.103
61 H 2.264 -3.504 -2.461  0.114
62 H 3.886 -2.844 -2.271  0.110
63 H 1.882 -2.261 -0.455  0.096
64 H 3.098 -1.033 -0.884  0.105
65 H 1.026 -0.420 -4.338  0.066
66 H 0.475 -2.032 -3.800  0.100
67 C -3.982 -1.209 -3.477  -0.210
68 C -4.136 -2.285 -4.560  -0.214
69 C -3.556 -1.715 -5.860  -0.222
70 S -2.287 -0.537 -5.354  0.669
71 O -2.690 0.783 -5.774  -0.326
72 O -0.978 -1.031 -5.703  -0.326
73 C -2.550 -0.702 -3.590  -0.227
74 H -4.178 -1.603 -2.481  0.121
75 H -4.682 -0.390 -3.659  0.118
76 H -3.579 -3.177 -4.268  0.118
77 H -5.177 -2.577 -4.696  0.110
78 H -3.082 -2.461 -6.493  0.098
79 H -4.291 -1.152 -6.433  0.099
80 H -2.367 0.265 -3.125  0.117
81 H -1.826 -1.424 -3.213  0.082
82 C 2.707 4.256 -4.524  -0.222
83 C 2.621 4.323 -6.058  -0.202
84 C 3.291 3.056 -6.618  -0.214
85 S 3.106 1.809 -5.329  0.673
86 O 4.414 1.441 -4.837  -0.321
87 O 2.189 0.791 -5.782  -0.324
88 C 2.287 2.847 -4.139  -0.232
89 H 2.063 4.989 -4.038  0.106
90 H 3.729 4.438 -4.184  0.107
91 H 1.572 4.333 -6.358  0.117
92 H 3.088 5.224 -6.453  0.112
93 H 2.819 2.675 -7.521  0.098
94 H 4.360 3.184 -6.776  0.100
95 H 2.591 2.526 -3.145  0.085
96 H 1.217 2.682 -4.261  0.117
97 C 2.790 6.807 1.058  -0.221
98 C 2.768 5.288 0.841  -0.204
99 C 2.472 5.048 -0.640  -0.209
100 S 3.123 6.478 -1.522  0.655
101 O 2.026 7.185 -2.140  -0.329
102 O 4.267 6.102 -2.317  -0.332
103 C 3.650 7.379 -0.063  -0.234
104 H 3.189 7.070 2.037  0.113
105 H 1.777 7.210 0.989  0.119
106 H 3.740 4.865 1.099  0.119
107 H 2.021 4.798 1.464  0.117
108 H 2.953 4.159 -1.042  0.101
109 H 1.404 5.011 -0.846  0.112
110 H 3.509 8.440 -0.254  0.104
111 H 4.707 7.157 0.083  0.106


Which value of F_max does entry 2 give? 0.45 eV/Å